(1)
Molecular formula: C40H43InN2O2P
Method: DFT, ωB97M-V/def2-TZVPD

```
! RIJCOSX wB97M-V def2-TZVPD def2/J DEFGRID3
* xyz 1 1
In -0.3508 0.1145 -0.2725
C 0.7855 5.0167 -0.8587
C -0.2938 4.3913 0.0302
C 0.2995 3.2997 0.9277
C -1.5578 4.0047 -0.7286
C -2.6087 4.9185 -0.7203
C -3.8253 4.6266 -1.3079
C -4.0326 3.3892 -1.8927
C -3.0143 2.4456 -1.9413
C -3.2301 1.0836 -2.5690
C -4.6833 0.6292 -2.5100
C -2.7103 1.0426 -4.0087
C -1.7747 2.7918 -1.3942
N -0.7038 1.8393 -1.4655
C 0.3106 2.0378 -2.2617
C 1.4883 1.2762 -2.1352
C 2.7004 1.3100 -2.8244
C 3.5562 0.4413 -2.1571
C 2.8544 -0.0944 -1.0647
N 1.6017 0.4024 -1.0587
C 3.4208 -0.9597 0.0374
C 2.3290 -1.5356 0.9369
C 4.2446 -2.1057 -0.5595
C 4.3398 -0.0690 0.8908
H 1.5604 5.4729 -0.2408
H 0.3684 5.7893 -1.5051
H 1.2769 4.2710 -1.4858
H -0.6291 5.1826 0.7051
H 0.9620 2.6271 0.3769
H -0.4773 2.7183 1.4307
H 0.9110 3.7608 1.7045
H -2.4692 5.8686 -0.2187
H -4.6257 5.3541 -1.2835
H -5.0021 3.1562 -2.3094
H -2.6533 0.3544 -1.9842
H -5.3179 1.2220 -3.1711
H -5.0797 0.6987 -1.4963
H -4.7569 -0.4061 -2.8373
H -3.2510 1.7628 -4.6253
H -2.8560 0.0503 -4.4406
H -1.6486 1.2870 -4.0674
H 0.2568 2.8357 -2.9984
H 2.9207 1.9104 -3.6931
H 4.5874 0.2450 -2.4011
H 1.6165 -2.1483 0.3740
H 1.7912 -0.7606 1.4842
H 2.7827 -2.1898 1.6830
H 3.6152 -2.7940 -1.1246
H 4.7255 -2.6679 0.2423
H 5.0277 -1.7353 -1.2214
H 3.7874 0.7762 1.3053
H 5.1666 0.3224 0.2976
H 4.7551 -0.6473 1.7180
O -2.5270 -0.2406 0.8822
C -1.6877 -0.6684 1.6889
O -0.5375 -0.0966 1.8268
C -1.7566 -2.0882 2.1402
C -1.9208 -2.5354 3.4365
C -1.8354 -3.8956 3.6994
C -1.5489 -4.7871 2.6768
C -1.3655 -4.3336 1.3781
C -1.4855 -2.9786 1.0866
P -1.3025 -2.3300 -0.6213
C -2.9327 -2.5117 -1.3973
C -3.0040 -2.6945 -2.7785
C -4.2251 -2.9568 -3.3793
C -5.3768 -3.0306 -2.6073
C -5.3109 -2.8188 -1.2376
C -4.0925 -2.5569 -0.6291
C -0.2629 -3.4353 -1.5997
C -0.6793 -4.7365 -1.8969
C 0.0988 -5.5458 -2.7044
C 1.2826 -5.0584 -3.2477
C 1.6831 -3.7587 -2.9873
C 0.9130 -2.9480 -2.1632
H -2.1083 -1.8286 4.2334
H -1.9752 -4.2572 4.7090
H -1.4627 -5.8442 2.8883
H -1.1229 -5.0449 0.6019
H -2.1059 -2.6655 -3.3839
H -4.2747 -3.1110 -4.4490
H -6.3278 -3.2467 -3.0756
H -6.2088 -2.8656 -0.6363
H -4.0472 -2.3981 0.4398
H -1.6277 -5.1067 -1.5275
H -0.2259 -6.5534 -2.9266
H 1.8815 -5.6917 -3.8885
H 2.5894 -3.3641 -3.4274
H 1.2329 -1.9291 -1.9804
*
```

The HOMO-LUMO gap comes out at 8.06 eV. As for the highest occupied orbital energy: -0.3977 hartree. As for the lowest unoccupied orbital energy: -2.76 eV.

=====

(2)
Molecular formula: C40H43N5O3PPtSe
Method: DFT, ωB97M-V/def2-TZVPD

```
! RIJCOSX wB97M-V def2-TZVPD def2/J DEFGRID3
* xyz 1 3
Pt -0.1890 -0.6522 1.3431
O -1.6194 -0.8811 -0.3270
N -2.8526 -0.8215 0.0227
N -3.0668 -1.0208 1.2528
O -2.1319 -1.3218 2.1329
C -4.4258 -0.8631 1.7552
C -4.6219 -0.9956 3.1161
C -5.8989 -0.8259 3.6359
C -6.9627 -0.5333 2.7981
C -6.7499 -0.4158 1.4287
C -5.4818 -0.5778 0.8974
H -3.7826 -1.2258 3.7543
H -6.0605 -0.9257 4.7023
H -7.9567 -0.3954 3.2071
H -7.5808 -0.1981 0.7702
H -5.3091 -0.4860 -0.1637
O 0.7082 -2.1404 3.6381
N 0.6680 -0.7706 3.4202
C 1.7717 -0.2136 3.7186
C 1.9161 1.2490 3.6690
C 2.9496 1.7765 4.4431
C 3.0797 3.1402 4.6364
C 2.1567 4.0072 4.0739
C 1.1502 3.5036 3.2610
C 1.0397 2.1365 3.0061
P -0.1898 1.6270 1.7623
C -1.7875 2.0907 2.4817
C -1.9932 1.8095 3.8364
C -3.2336 2.0374 4.4127
C -4.2784 2.5364 3.6435
C -4.0790 2.8162 2.2998
C -2.8369 2.5947 1.7147
C 0.0333 2.6026 0.2466
C 0.9486 3.6398 0.0698
C 0.9952 4.3292 -1.1376
C 0.1538 3.9737 -2.1821
C -0.7120 2.8969 -2.0356
C -0.7708 2.2118 -0.8316
H -0.2246 -2.3791 3.6948
H 2.5961 -0.8183 4.0937
H 3.6492 1.0953 4.9182
H 3.8876 3.5245 5.2485
H 2.2254 5.0736 4.2566
H 0.4240 4.1813 2.8258
H -1.1788 1.4149 4.4346
H -3.3869 1.8229 5.4648
H -5.2505 2.7042 4.0932
H -4.8930 3.2096 1.7012
H -2.6889 2.8235 0.6666
H 1.6323 3.9129 0.8590
H 1.6884 5.1535 -1.2543
H 0.1850 4.5260 -3.1141
H -1.3446 2.5900 -2.8625
H -1.4331 1.3587 -0.7309
C 4.4051 -1.2062 -4.1760
C 4.5208 0.2805 -3.8331
C 3.9377 0.6661 -2.4680
C 2.4226 0.8487 -2.4203
N 1.6458 -0.4027 -2.4393
C 1.5013 -1.2394 -1.3924
Se 2.1693 -0.8803 0.3249
N 0.7814 -2.3093 -1.8039
C 0.2980 -3.4288 -0.9817
C 1.3676 -4.3851 -0.4717
C 2.2238 -5.0508 -1.5582
C 3.3042 -4.1401 -2.1568
C 0.3785 -2.0976 -3.1225
C -0.4036 -2.8578 -3.9820
C -0.6300 -2.3480 -5.2466
C -0.0846 -1.1201 -5.6486
C 0.7119 -0.3775 -4.7963
C 0.9263 -0.8938 -3.5250
H 4.8771 -1.4207 -5.1368
H 3.3659 -1.5345 -4.2470
H 4.9031 -1.8127 -3.4148
H 4.0467 0.8834 -4.6153
H 5.5796 0.5463 -3.8291
H 4.3674 1.6200 -2.1490
H 4.2298 -0.0747 -1.7207
H 2.0884 1.4432 -3.2663
H 2.1501 1.3739 -1.5115
H -0.4233 -3.9714 -1.5865
H -0.2375 -3.0108 -0.1409
H 0.8304 -5.1529 0.0908
H 2.0140 -3.8687 0.2349
H 1.5782 -5.4312 -2.3573
H 2.7123 -5.9151 -1.1050
H 2.8882 -3.4245 -2.8696
H 4.0529 -4.7282 -2.6913
H 3.8169 -3.5804 -1.3694
H -0.8248 -3.8110 -3.6853
H -1.2439 -2.9083 -5.9418
H -0.2876 -0.7487 -6.6462
H 1.1529 0.5616 -5.1127
*
```

The HOMO-LUMO gap (spin up / spin down) comes out at 6.67 / 7.28 eV. As for the highest occupied orbital energy (spin up / spin down): -0.3461 / -0.3903 hartree. As for the lowest unoccupied orbital energy (spin up / spin down): -2.75 / -3.34 eV.

=====

(3)
Molecular formula: C40H44IrO2P2
Method: DFT, ωB97M-V/def2-TZVPD

```
! RIJCOSX wB97M-V def2-TZVPD def2/J DEFGRID3
* xyz 1 1
Ir -1.0941 -0.0683 0.2583
C 1.7422 1.5886 1.2781
C 0.6276 2.1064 2.1865
P -0.6686 0.8084 2.4748
C -1.9574 1.6770 3.4276
C -1.7165 2.7138 4.3248
C -2.7787 3.3226 4.9704
C -4.0805 2.9178 4.7235
C -4.3232 1.8704 3.8502
C -3.2664 1.2542 3.2062
C 0.0859 -0.3563 3.6554
C 0.6906 0.0792 4.8300
C 1.2173 -0.8446 5.7129
C 1.1328 -2.2001 5.4368
C 0.5343 -2.6364 4.2671
C 0.0122 -1.7176 3.3739
P 1.2000 0.7076 -0.2739
C 2.8638 0.1524 -0.7892
C 3.5410 -0.7634 0.0116
C 4.8612 -1.0715 -0.2570
C 5.5028 -0.4999 -1.3452
C 4.8157 0.3741 -2.1703
C 3.5031 0.7076 -1.8919
C 0.7882 1.9586 -1.5285
C 0.7070 3.3211 -1.2758
C 0.2766 4.1847 -2.2689
C -0.0741 3.6974 -3.5160
C 0.0289 2.3389 -3.7833
C 0.4515 1.4727 -2.7943
H 2.3253 0.8333 1.8183
H 2.4354 2.3914 1.0008
H 0.1238 2.9748 1.7502
H 1.0619 2.4111 3.1434
H -0.7123 3.0590 4.5208
H -2.5856 4.1282 5.6612
H -4.9052 3.4275 5.1975
H -5.3358 1.5461 3.6644
H -3.4477 0.4455 2.5091
H 0.7444 1.1333 5.0577
H 1.6973 -0.5052 6.6172
H 1.5317 -2.9161 6.1376
H 0.4786 -3.6922 4.0524
H -0.4588 -2.0518 2.4585
H 3.0401 -1.2223 0.8531
H 5.3980 -1.7438 0.3953
H 6.5372 -0.7307 -1.5468
H 5.3069 0.8312 -3.0161
H 2.9870 1.4160 -2.5211
H 0.9711 3.7126 -0.3065
H 0.2225 5.2416 -2.0572
H -0.4328 4.3768 -4.2730
H -0.2128 1.9546 -4.7617
H 0.5199 0.4100 -2.9904
C 3.4652 -2.2722 -4.1843
C 2.2688 -2.4894 -3.3074
C 1.0003 -2.1849 -3.7859
C -0.1393 -2.3680 -3.0131
C -1.5006 -2.0751 -3.5596
C 0.0377 -2.8422 -1.7169
C 1.2843 -3.1821 -1.2060
C 1.4371 -3.7502 0.1730
C 2.3946 -3.0009 -2.0258
C -1.1959 -3.0168 -0.8011
O -2.0145 -3.8589 -1.0709
O -1.1632 -2.2076 0.1772
H 3.3493 -2.8094 -5.1247
H 4.3754 -2.6143 -3.6978
H 3.5646 -1.2130 -4.4223
H 0.8947 -1.8236 -4.7983
H -1.4674 -1.8537 -4.6246
H -1.9263 -1.2192 -3.0370
H -2.1569 -2.9273 -3.3858
H 0.7137 -4.5454 0.3487
H 1.2640 -2.9792 0.9252
H 2.4355 -4.1594 0.3093
H 3.3710 -3.2779 -1.6551
C -4.3644 -0.5245 -0.4116
C -3.7092 0.3843 -1.4530
C -4.7407 1.3376 -2.0714
C -2.5536 1.1687 -0.8677
H -5.1555 -1.1218 -0.8625
H -4.7995 0.0716 0.3887
H -3.6283 -1.2124 0.0188
H -3.3421 -0.2512 -2.2651
H -5.2127 1.9522 -1.3102
H -5.5093 0.7600 -2.5751
H -4.2686 1.9889 -2.8021
H -2.9112 1.8883 -0.1184
H -2.0093 1.7070 -1.6476
*
```

The HOMO-LUMO gap (spin up / spin down) comes out at 5.89 / 6.01 eV. As for the highest occupied orbital energy (spin up / spin down): -0.3905 / -0.3881 hartree. As for the lowest unoccupied orbital energy (spin up / spin down): -4.74 / -4.55 eV.

=====

(4)
Molecular formula: C40H44N5O4Sn
Method: DFT, ωB97M-V/def2-TZVPD

```
! RIJCOSX wB97M-V def2-TZVPD def2/J DEFGRID3
* xyz 1 1
Sn -0.6710 0.8035 -0.0036
C 6.2876 0.1893 -2.0373
C 4.8272 -0.0396 -1.7508
C 3.9375 -0.3053 -2.8088
C 2.6248 -0.5098 -2.4706
C 1.2109 -0.6724 -2.9620
N 0.8513 -1.6701 -3.8148
C 1.5566 -2.9324 -3.9811
C 0.9931 -4.1504 -3.2582
C -0.3028 -4.7011 -3.8537
N -1.4364 -3.7861 -3.6533
C -1.8024 -3.2607 -2.4887
C -1.5112 -3.7188 -1.2139
C -1.2427 -5.0853 -0.8892
C -0.9866 -5.4845 0.3808
C -0.7821 -6.9220 0.7628
C -0.9219 -4.4713 1.3798
C -1.1458 -3.1462 1.1488
C -0.9536 -2.2434 2.2819
N -0.7849 -0.9898 2.2286
C -0.6161 -0.3383 3.5252
C -0.2501 1.1279 3.3865
C 1.1015 1.3815 2.7393
N 1.3292 0.7497 1.4390
C 2.5106 0.3483 1.1961
C 2.9777 -0.0736 -0.1156
C 4.3369 0.0787 -0.4569
C 2.1776 -0.4565 -1.1697
O 0.8606 -0.7730 -1.3409
C -1.5383 -2.6914 -0.1801
O -1.8309 -1.5089 -0.4319
H 6.6404 -0.4670 -2.8322
H 6.8969 0.0070 -1.1536
H 6.4639 1.2180 -2.3570
H 4.2954 -0.3315 -3.8306
H 0.7091 0.2652 -3.1838
H -0.1074 -1.6418 -4.1173
H 2.5845 -2.7691 -3.6577
H 1.5982 -3.1435 -5.0543
H 0.8558 -3.9338 -2.1980
H 1.7399 -4.9454 -3.3261
H -0.5202 -5.6747 -3.4258
H -0.2062 -4.8477 -4.9296
H -1.7875 -3.3268 -4.4778
H -2.3511 -2.3250 -2.5480
H -1.3400 -5.8408 -1.6562
H -0.8347 -7.5712 -0.1098
H -1.5394 -7.2540 1.4747
H 0.1922 -7.0669 1.2331
H -0.6726 -4.7754 2.3931
H -0.9354 -2.7583 3.2532
H 0.1414 -0.8537 4.1272
H -1.5611 -0.3882 4.0760
H -0.1147 1.5031 4.4072
H -0.9821 2.6649 2.2111
H 1.8853 1.0819 3.4429
H 1.1944 2.4584 2.5783
H 3.2751 0.4120 1.9771
H 5.0324 0.3387 0.3341
C -0.1301 5.4607 0.6827
C 0.0707 4.1690 -0.0707
O -0.0633 3.1149 0.5751
C 0.4268 4.1961 -1.4718
C 0.8052 5.4251 -2.0586
C 1.1881 5.5210 -3.3682
C 1.1831 4.3587 -4.1538
C 0.8064 3.1529 -3.6263
C 0.4125 3.0153 -2.2704
O 0.0370 1.8438 -1.8543
H -0.5318 5.2360 1.6679
H -0.8121 6.1238 0.1521
H 0.8186 5.9861 0.8027
H 0.8062 6.3180 -1.4492
H 1.4835 6.4707 -3.7901
H 1.4746 4.4163 -5.1953
H 0.7844 2.2642 -4.2449
C -3.5950 1.1339 1.1604
C -3.7142 1.6595 2.5656
C -4.9739 1.7973 3.1342
C -5.1210 2.2638 4.4295
C -3.9954 2.6206 5.1478
C -2.7153 2.5079 4.6071
C -1.5615 3.0056 5.4438
C -2.5773 2.0010 3.3094
N -1.3059 1.8193 2.6668
H -4.5835 0.9659 0.7349
H -3.0491 0.1871 1.1384
H -3.0733 1.8397 0.5099
H -5.8457 1.5310 2.5499
H -6.1045 2.3623 4.8692
H -4.1002 3.0129 6.1518
H -1.9403 3.6434 6.2400
H -0.8575 3.5959 4.8532
H -1.0053 2.1980 5.9235
*
```

The HOMO-LUMO gap comes out at 6.92 eV. As for the highest occupied orbital energy: -0.3632 hartree. As for the lowest unoccupied orbital energy: -2.96 eV.

=====

(5)
Molecular formula: C40H45AsGeN4NiS
Method: DFT, ωB97M-V/def2-TZVPD

```
! RIJCOSX wB97M-V def2-TZVPD def2/J DEFGRID3
* xyz 1 4
Ni -0.7818 -0.6326 0.7342
S -0.3367 1.4832 1.4701
C -1.2080 1.9018 0.0107
C -1.5301 3.1929 -0.4008
C -2.2631 3.3497 -1.5655
C -2.6610 2.2310 -2.2857
C -2.2923 0.9856 -1.8160
N -1.5776 0.8244 -0.7012
H -1.2021 4.0433 0.1808
H -2.5248 4.3420 -1.9105
H -3.2397 2.3218 -3.1935
H -2.5760 0.0795 -2.3382
C -3.4646 -0.0299 4.2866
N -3.0235 0.8110 3.1491
C -3.1059 2.2570 3.4769
C -3.8041 0.5100 1.8897
C -3.7637 -0.9408 1.4987
C -4.9566 -1.6499 1.6548
C -5.0624 -2.9680 1.2489
C -3.9576 -3.5653 0.6644
C -2.7700 -2.8533 0.5257
C -2.6067 -1.5229 0.9434
H -2.8911 0.2320 5.1705
H -3.3331 -1.0780 4.0340
H -4.5196 0.1687 4.4682
H -2.0393 0.6238 2.8959
H -4.1511 2.5255 3.6147
H -2.6680 2.8232 2.6591
H -2.5486 2.4508 4.3904
H -3.3760 1.1522 1.1232
H -4.8270 0.8332 2.0842
H -5.8229 -1.1549 2.0838
H -5.9910 -3.5091 1.3711
H -4.0152 -4.5879 0.3114
H -1.9437 -3.3765 0.0587
C 0.0455 -0.0694 4.8555
As 0.1583 -1.4066 3.4289
C -0.4222 -3.0309 4.3566
C 2.0923 -1.6659 3.4881
H 0.8970 -0.1681 5.5271
H -0.8626 -0.2090 5.4384
H 0.0587 0.9317 4.4237
H 0.3440 -3.7989 4.2532
H -1.3511 -3.3957 3.9201
H -0.5753 -2.8362 5.4173
H 2.4012 -2.0381 4.4645
H 2.5805 -0.7120 3.2867
H 2.3926 -2.3794 2.7224
N 2.2559 -6.1160 1.7837
C 1.8748 -5.3572 1.0106
C 1.3803 -4.3764 0.0773
C 1.6101 -4.4685 -1.2905
C 1.1062 -3.4687 -2.0968
C 0.4373 -2.4060 -1.5160
N 0.2446 -2.2904 -0.1969
C 0.6859 -3.2862 0.5722
H 2.1647 -5.3018 -1.6995
H 1.2421 -3.4933 -3.1683
H 0.0449 -1.6142 -2.1383
H 0.4722 -3.2254 1.6275
C 1.5409 0.6700 -1.6185
Ge 2.8296 0.1527 -0.2316
C 3.7208 -1.5047 -0.8134
C 4.0678 -2.5216 0.0754
C 4.6842 -3.6863 -0.3688
C 4.9643 -3.8493 -1.7184
C 4.6339 -2.8427 -2.6173
C 4.0154 -1.6826 -2.1684
C 4.1029 1.6273 -0.0924
C 3.9892 2.7151 -0.9201
C 4.9266 3.7737 -0.8761
C 5.9648 3.7318 0.0041
C 6.1174 2.6361 0.8912
C 7.1870 2.5830 1.8202
C 7.3208 1.5304 2.6772
C 6.3824 0.4760 2.6487
C 5.3444 0.5032 1.7632
C 5.1771 1.5761 0.8504
H 1.9628 0.4434 -2.6010
H 1.3569 1.7428 -1.5716
H 0.5798 0.1774 -1.5282
H 3.8674 -2.4088 1.1347
H 4.9503 -4.4605 0.3407
H 5.4528 -4.7503 -2.0669
H 4.8681 -2.9562 -3.6686
H 3.7771 -0.9067 -2.8871
H 3.1847 2.7766 -1.6407
H 4.8157 4.6124 -1.5512
H 6.6892 4.5367 0.0412
H 7.8994 3.3992 1.8371
H 8.1425 1.5012 3.3806
H 6.4901 -0.3567 3.3322
H 4.6280 -0.3108 1.7551
*
```

The HOMO-LUMO gap (spin up / spin down) comes out at 6.74 / 6.93 eV. As for the highest occupied orbital energy (spin up / spin down): -0.3397 / -0.3693 hartree. As for the lowest unoccupied orbital energy (spin up / spin down): -2.51 / -3.12 eV.